Computed, not measured: 4 unconnected molecules or ions with the total composition C11H30BrN3O3 in a non-equilibrium geometry, with wB97M-V/def2-TZVPD.

```
48
C11H30BrN3O3 (wB97M-V/def2-TZVPD)
Br -0.08 -0.27 -2.74
C -5.23 -2.44 -1.76
C -3.88 -1.97 -1.50
O -3.10 -2.44 -0.75
N -3.38 -0.80 -2.33
H -2.36 -0.97 -2.46
H -3.80 -0.83 -3.26
C -3.67 0.51 -1.65
H -5.44 -2.48 -2.84
H -5.93 -1.71 -1.35
H -5.31 -3.47 -1.44
H -3.14 1.30 -2.18
H -3.38 0.42 -0.61
H -4.74 0.67 -1.76
C 2.48 -3.66 1.30
C 1.22 -3.19 0.66
O 0.21 -2.92 1.19
N 1.35 -2.99 -0.85
H 1.40 -1.99 -1.10
H 2.24 -3.42 -1.09
C 0.28 -3.73 -1.58
H 2.55 -3.60 2.38
H 3.20 -2.87 1.02
H 2.80 -4.65 1.00
H -0.58 -3.12 -1.82
H -0.03 -4.63 -1.04
H 0.69 -4.10 -2.52
C 0.72 4.51 1.81
N 1.66 3.34 1.73
C 2.96 3.87 1.20
C 1.90 2.69 3.07
C 1.06 2.34 0.75
C 1.98 1.16 0.34
O 1.19 -0.02 0.27
H 0.60 4.96 0.83
H 1.15 5.24 2.49
H -0.24 4.15 2.18
H 3.63 3.04 1.01
H 3.39 4.66 1.82
H 2.73 4.36 0.26
H 2.83 2.14 2.93
H 1.12 1.99 3.37
H 2.08 3.51 3.76
H 0.66 2.91 -0.09
H 0.20 1.99 1.32
H 2.70 1.06 1.15
H 2.58 1.34 -0.55
H 0.74 0.12 -0.60
```

frontier orbital gap: 9.32 eV
total charge: +2
E_HOMO: -14.053 eV
energy relative to the best compared isomer or geometry (same formula, charge and spin): 22.90 kcal per mole
DFT total energy: -3400.56241 a.u.

Computed, not measured: 2 unconnected molecules or ions with the total composition C26H33N4O in a non-equilibrium geometry, with wB97M-V/def2-TZVPD.

```
64
C26H33N4O (wB97M-V/def2-TZVPD)
C -5.70 -3.54 -3.22
N -5.19 -2.88 -2.01
C -5.65 -3.53 -0.78
C -3.86 -2.36 -2.04
C -3.57 -0.99 -1.90
C -2.27 -0.56 -1.88
C -1.18 -1.44 -2.01
C 0.11 -0.87 -1.98
C 1.41 -1.43 -1.98
C 2.50 -0.54 -2.07
C 3.80 -0.97 -2.06
C 4.09 -2.34 -1.97
N 5.43 -2.85 -1.98
C 5.92 -3.53 -0.78
C 5.90 -3.50 -3.22
C 3.02 -3.24 -1.87
C 1.72 -2.81 -1.87
C -1.49 -2.81 -2.19
C -2.78 -3.25 -2.19
H -5.36 -3.00 -4.10
H -5.33 -4.57 -3.28
H -6.79 -3.57 -3.22
H -5.29 -2.97 0.08
H -6.73 -3.59 -0.74
H -5.25 -4.55 -0.73
H -4.38 -0.30 -1.79
H -2.06 0.49 -1.75
H 0.11 0.21 -1.94
H 2.29 0.51 -2.14
H 4.61 -0.26 -2.13
H 5.58 -2.99 0.10
H 5.54 -4.55 -0.74
H 7.01 -3.56 -0.77
H 5.56 -2.93 -4.08
H 6.99 -3.54 -3.24
H 5.51 -4.51 -3.28
H 3.24 -4.30 -1.79
H 0.94 -3.53 -1.73
H -0.71 -3.52 -2.36
H -3.00 -4.30 -2.31
C 0.49 5.06 5.95
C 0.54 4.05 4.79
N -0.29 4.46 3.65
C -0.57 3.53 2.61
C 0.05 2.28 2.55
C -0.14 1.48 1.46
N -0.88 1.79 0.42
C -1.50 2.96 0.48
C -1.38 3.84 1.53
C -0.12 5.89 3.29
C -0.14 6.81 4.51
O 0.78 6.37 5.50
H -0.50 5.08 6.42
H 1.22 4.82 6.73
H 1.57 3.93 4.44
H 0.19 3.07 5.13
H 0.71 1.97 3.34
H 0.37 0.52 1.41
H -2.12 3.22 -0.36
H -1.91 4.77 1.51
H 0.83 5.99 2.76
H -0.91 6.17 2.59
H 0.14 7.84 4.26
H -1.13 6.85 4.97
```

frontier orbital gap: 5.06 eV
total charge: +1
E_HOMO: -10.391 eV
energy relative to the best compared isomer or geometry (same formula, charge and spin): 41.36 kcal per mole
DFT total energy: -1304.48904 a.u.

Computed, not measured: C4H8N2 in the gas phase in a non-equilibrium geometry, with wB97M-V/def2-TZVPD.

```
14
C4H8N2 (wB97M-V/def2-TZVPD)
C -0.32 1.32 0.41
N -0.40 0.06 -0.33
C -1.30 -0.91 0.25
C 0.85 -0.49 -0.85
C 2.05 0.09 -0.23
N 2.93 0.45 0.43
H -1.27 1.49 0.92
H -0.15 2.16 -0.27
H 0.48 1.33 1.17
H -1.07 -1.17 1.30
H -1.29 -1.83 -0.35
H -2.33 -0.52 0.22
H 0.87 -0.46 -1.94
H 1.01 -1.54 -0.59
```

frontier orbital gap: 9.71 eV
total charge: 0
E_HOMO: -8.865 eV
energy relative to the best compared isomer or geometry (same formula, charge and spin): 27.06 kcal per mole
structure (SMILES): CN(C)CC#N
DFT total energy: -266.67888 a.u.

Computed, not measured: a gas-phase ion, C3H11N2 (charge +1) in a non-equilibrium geometry, with wB97M-V/def2-TZVPD.

```
16
C3H11N2 (wB97M-V/def2-TZVPD)
C -1.02 1.56 -0.58
N -0.26 0.91 0.50
C -0.64 -0.48 0.70
C 0.36 -1.38 -0.03
N 1.63 -0.61 -0.24
H -2.09 1.37 -0.52
H -0.76 1.16 -1.57
H -0.90 2.63 -0.49
H -0.55 1.39 1.35
H -1.63 -0.58 0.39
H -0.60 -0.67 1.77
H 0.10 -1.81 -1.00
H 0.57 -2.20 0.63
H 1.95 -0.17 0.62
H 2.38 -1.23 -0.56
H 1.47 0.08 -0.97
```

frontier orbital gap: 10.27 eV
total charge: +1
E_HOMO: -13.826 eV
energy relative to the best compared isomer or geometry (same formula, charge and spin): 22.48 kcal per mole
structure (SMILES): CNCC[NH3+]
DFT total energy: -230.14655 a.u.

Computed, not measured: a molecular structure, C6H12O in a non-equilibrium geometry, with wB97M-V/def2-TZVPD.

```
19
C6H12O (wB97M-V/def2-TZVPD)
C 1.75 -0.71 -0.88
C 0.99 0.39 -0.16
O 0.48 1.57 -0.87
C -0.62 1.61 0.21
C -0.42 0.10 0.35
C -0.56 -0.68 1.65
C -1.21 -0.27 -0.93
H 2.71 -0.35 -1.27
H 1.98 -1.49 -0.14
H 1.19 -1.17 -1.69
H 1.61 0.80 0.64
H -1.67 1.89 -0.04
H -0.21 2.30 0.92
H 0.12 -0.27 2.42
H -0.28 -1.73 1.49
H -1.58 -0.67 2.05
H -0.69 0.53 -1.57
H -2.29 -0.17 -0.77
H -0.99 -1.25 -1.36
```

frontier orbital gap: 10.45 eV
total charge: 0
E_HOMO: -9.484 eV
energy relative to the best compared isomer or geometry (same formula, charge and spin): 54.69 kcal per mole
DFT total energy: -310.97211 a.u.

Computed, not measured: 2 unconnected molecules or ions with the total composition C2H7ClO2Si in a non-equilibrium geometry, with wB97M-V/def2-TZVPD.

```
13
C2H7ClO2Si (wB97M-V/def2-TZVPD)
C -0.89 0.17 1.88
C 1.32 -1.84 -1.66
O -0.94 0.61 -1.08
O 0.68 2.15 0.46
Si -0.10 0.78 0.30
Cl -0.12 -1.41 -2.74
H -1.68 0.91 2.08
H -1.19 -0.84 1.90
H -0.17 0.42 2.55
H 0.96 -2.56 -0.84
H 1.52 -0.80 -1.16
H -0.78 -0.15 -1.63
H 1.38 2.57 -0.07
```

frontier orbital gap (spin up / spin down): 7.92 / 5.51 eV
total charge: 0
E_HOMO (spin up / spin down): -8.442 / -6.634 eV
energy relative to the best compared isomer or geometry (same formula, charge and spin): 115.92 kcal per mole
DFT total energy: -980.49529 a.u.